# 1
Entry from OMol25: C12H26NO3P2Sn as an isolated structure in a non-equilibrium geometry (wB97M-V/def2-TZVPD).

Structure (ORCA input):
```
! wB97M-V def2-TZVPD RIJCOSX def2/J DEFGRID3
* xyz 1 1
Sn -0.100 0.739 1.278
P 2.195 -0.425 0.868
C 2.204 -0.390 -0.958
C 1.014 -1.129 -1.493
N -0.164 -0.821 -0.921
C -1.307 -1.304 -1.433
C -1.304 -2.250 -2.463
C -0.087 -2.644 -3.016
C 1.088 -2.057 -2.541
C -2.598 -0.770 -0.841
P -2.322 0.851 -0.058
H 2.065 -2.306 -2.939
H -2.259 -2.622 -2.827
H -0.055 -3.384 -3.808
H -3.366 -0.651 -1.613
H -2.989 -1.447 -0.069
H 2.150 0.747 -1.333
H 3.135 -0.831 -1.332
H 1.204 2.680 -1.322
O 1.889 2.143 -1.902
H 2.674 2.714 -1.965
H 0.100 2.852 0.414
O 0.221 3.361 -0.454
H 0.280 4.299 -0.218
C -2.525 2.017 -1.434
H -3.565 1.958 -1.792
H -2.306 3.044 -1.108
H -1.837 1.764 -2.256
C -3.678 1.090 1.109
H -3.629 2.113 1.514
H -4.634 0.936 0.585
H -3.565 0.370 1.936
C 1.938 -2.149 1.408
H 2.884 -2.699 1.298
H 1.633 -2.161 2.466
H 1.157 -2.645 0.818
C 3.884 -0.002 1.361
H 3.904 0.229 2.436
H 4.553 -0.854 1.166
H 4.236 0.877 0.802
C -0.397 -0.225 4.174
O -0.729 -0.370 2.805
H 0.449 -0.884 4.434
H -1.276 -0.573 4.735
H -0.166 0.810 4.491
*
```

Properties
HOMO-LUMO gap: 0.2665 Eh
relative energy (zero: lowest compared OMol25 entry of this formula, charge and spin): 92.4 kJ/mol
E: -44901.7233 eV

Here are the Löwdin charges for atoms 1 to 4, given in e:
1. Sn 0.981
2. P 0.755
3. C -0.303
4. C -0.334

=====

# 2
Entry from OMol25: C6H15FeN3SbSe4 as an isolated structure in a non-equilibrium geometry (wB97M-V/def2-TZVPD).

Structure (ORCA input):
```
! wB97M-V def2-TZVPD RIJCOSX def2/J DEFGRID3
* xyz -1 5
Fe 0.300 0.563 0.570
C 2.261 -1.555 1.097
C 0.976 -2.295 1.484
N -0.203 -1.415 1.421
C -1.378 -1.990 0.707
C -1.756 -1.178 -0.538
N -0.551 -0.594 -1.168
C 0.408 -1.617 -1.615
C 1.861 -1.216 -1.357
N 2.067 -0.634 -0.032
H 2.563 -0.946 1.949
H 3.048 -2.290 0.883
H 0.819 -3.160 0.836
H 1.107 -2.657 2.504
H -0.496 -1.175 2.367
H -1.168 -3.030 0.443
H -2.235 -1.978 1.376
H -2.314 -1.814 -1.239
H -2.389 -0.346 -0.232
H -0.827 0.001 -1.938
H 0.190 -2.537 -1.081
H 0.288 -1.840 -2.679
H 2.500 -2.094 -1.525
H 2.152 -0.456 -2.086
H 2.832 0.027 -0.069
Se -2.436 1.082 1.812
Sb -0.660 1.845 3.341
Se 0.820 2.688 1.431
Se 0.461 -0.117 4.271
Se -1.125 3.707 4.773
*
```

Properties
HOMO-LUMO gap (spin up / spin down): 0.2138 / 0.2137 Eh
relative energy (zero: lowest compared OMol25 entry of this formula, charge and spin): 0.0 kJ/mol
E: -313250.0492 eV

Here are the Löwdin charges for atoms 1 to 4, given in e:
1. Fe 0.225
2. C -0.194
3. C -0.217
4. N -0.167

=====

# 3
Entry from OMol25: a 2-piece molecular cluster, C4H8OSe overall in a non-equilibrium geometry (wB97M-V/def2-TZVPD).

Structure (ORCA input):
```
! wB97M-V def2-TZVPD RIJCOSX def2/J DEFGRID3
* xyz 0 1
C -1.420 0.460 -0.098
C 1.375 0.558 0.778
C 0.208 0.194 1.781
C -1.022 -0.137 0.943
O -1.716 0.947 -1.108
Se -0.314 -0.403 -3.330
H 0.028 -1.526 -4.306
H 2.273 0.169 1.125
H 1.302 1.599 0.680
H 1.077 0.009 -0.161
H 0.038 1.019 2.351
H 0.423 -0.595 2.410
H -1.701 -0.874 1.198
H -0.552 -1.420 -2.263
*
```

Properties
HOMO-LUMO gap: 0.3525 Eh
SMILES string: CCC=C=O.[SeH2]
relative energy (zero: lowest compared OMol25 entry of this formula, charge and spin): 115.1 kJ/mol
E: -71669.2149 eV

Here are the Löwdin charges for atoms 1 to 4, given in e:
1. C -0.269
2. C -0.053
3. C -0.184
4. C -0.098

=====

# 4
Entry from OMol25: C25H27N3O3 in the gas phase (wB97M-V/def2-TZVPD).

Structure (ORCA input):
```
! wB97M-V def2-TZVPD RIJCOSX def2/J DEFGRID3
* xyz 0 1
C 4.445 5.234 4.933
H 5.419 4.777 4.775
H 4.471 5.761 5.885
H 4.265 5.961 4.145
C 3.343 4.182 4.958
C 3.127 3.439 3.666
C 1.998 2.635 3.538
C 1.745 1.915 2.388
C 2.634 1.988 1.320
C 3.767 2.788 1.435
C 4.008 3.502 2.593
H 4.895 4.112 2.649
H 4.462 2.849 0.609
N 2.443 1.282 0.134
C 1.436 0.474 -0.251
O 0.429 0.205 0.382
C 1.713 -0.050 -1.671
O 2.604 0.480 -2.325
C 0.859 -1.104 -2.137
C 0.042 -1.913 -1.369
N -0.692 -2.726 -2.153
C -0.365 -2.492 -3.472
C -0.847 -3.076 -4.635
C -0.323 -2.633 -5.833
C 0.652 -1.635 -5.876
C 1.133 -1.050 -4.724
C 0.623 -1.484 -3.505
H 1.888 -0.281 -4.750
H 1.036 -1.322 -6.835
H -0.673 -3.069 -6.756
H -1.599 -3.851 -4.609
C -1.685 -3.664 -1.697
H -2.551 -3.635 -2.368
H -1.279 -4.683 -1.708
C -2.125 -3.390 -0.250
O -1.984 -4.256 0.594
N -2.646 -2.181 0.020
C -2.910 -1.106 -0.910
H -2.720 -1.417 -1.936
C -4.368 -0.654 -0.784
C -4.674 -0.235 0.650
C -4.352 -1.392 1.591
C -2.900 -1.816 1.403
H -2.660 -2.681 2.022
H -2.231 -0.987 1.664
H -4.511 -1.099 2.629
H -5.007 -2.239 1.372
H -5.722 0.051 0.743
H -4.061 0.630 0.914
H -4.543 0.174 -1.471
H -5.025 -1.479 -1.069
H -2.241 -0.269 -0.674
H -0.026 -1.958 -0.300
H 3.147 1.411 -0.593
H 0.865 1.299 2.307
H 1.300 2.573 4.361
H 2.400 4.661 5.238
H 3.569 3.448 5.739
*
```

Properties
HOMO-LUMO gap: 0.3052 Eh
SMILES string: CCc1ccc(NC(=O)C(=O)c2cn(CC(=O)N3CCCCC3)c3ccccc23)cc1
relative energy (zero: lowest compared OMol25 entry of this formula, charge and spin): 0.0 kJ/mol
E: -36977.8820 eV

Here are the Löwdin charges for atoms 1 to 4, given in e:
1. C -0.117
2. H 0.071
3. H 0.070
4. H 0.077

=====

# 5
Entry from OMol25: C3H5ClO in the gas phase in a non-equilibrium geometry (wB97M-V/def2-TZVPD).

Structure (ORCA input):
```
! wB97M-V def2-TZVPD RIJCOSX def2/J DEFGRID3
* xyz 0 1
C 0.666 0.432 -0.654
C -0.090 -0.768 -0.290
C -1.353 -0.300 0.517
O -1.211 -0.016 1.784
Cl -2.442 0.699 -0.395
H 1.618 0.700 -0.172
H 0.192 1.176 -1.164
H -0.507 -1.368 -0.985
H 0.600 -1.375 0.500
H -1.840 0.697 2.043
*
```

Properties
HOMO-LUMO gap (spin up / spin down): 0.3236 / 0.2770 Eh
relative energy (zero: lowest compared OMol25 entry of this formula, charge and spin): 362.8 kJ/mol
E: -17758.0178 eV

Here are the Löwdin charges for atoms 1 to 4, given in e:
1. C 0.000
2. C -0.284
3. C -0.745
4. O -0.016

=====

# 6
Entry from OMol25: C36H58AsN7O3PRbS3Si3 as an isolated structure in a non-equilibrium geometry (wB97M-V/def2-TZVPD).

Structure (ORCA input):
```
! wB97M-V def2-TZVPD RIJCOSX def2/J DEFGRID3
* xyz -1 2
Rb -0.220 0.420 0.642
C -0.644 1.228 6.567
C -0.885 2.567 5.891
O -1.881 2.504 4.894
P -1.490 1.998 3.386
S 0.139 3.020 2.875
S -1.699 0.043 3.273
O -2.770 2.599 2.594
C -3.122 3.974 2.662
C -4.564 4.096 3.131
H 0.024 1.371 7.411
H -0.192 0.525 5.870
H -1.585 0.812 6.919
H 0.050 2.932 5.446
H -1.237 3.305 6.618
H -3.006 4.402 1.661
H -2.446 4.505 3.340
H -5.197 3.458 2.519
H -4.894 5.127 3.028
H -4.645 3.782 4.169
S 1.901 -6.345 -2.412
C 1.349 -4.834 -1.666
C 1.791 -3.606 -2.165
C 1.248 -2.453 -1.649
N 0.311 -2.423 -0.694
C -0.092 -3.605 -0.216
C 0.386 -4.822 -0.654
C 1.160 -6.013 -3.998
C -0.229 -5.952 -4.115
C -0.763 -5.594 -5.334
N -0.033 -5.291 -6.407
C 1.288 -5.348 -6.277
C 1.939 -5.706 -5.116
H 2.536 -3.575 -2.944
H 1.576 -1.486 -2.010
H -0.849 -3.558 0.557
H 0.021 -5.748 -0.233
H -0.861 -6.176 -3.269
H -1.836 -5.552 -5.475
H 1.850 -5.091 -7.167
H 3.017 -5.745 -5.066
N 7.488 2.107 3.599
C 8.725 1.730 4.037
C 9.717 2.395 4.730
C 10.867 1.678 5.022
C 11.014 0.351 4.630
C 10.029 -0.318 3.931
C 8.863 0.377 3.624
N 7.748 -0.026 2.963
C 6.925 1.010 2.959
C 5.622 1.012 2.386
C 4.736 2.107 2.473
C 3.496 2.019 1.888
N 3.054 0.957 1.203
C 3.887 -0.094 1.138
C 5.138 -0.122 1.700
H 7.053 3.004 3.723
H 9.605 3.426 5.034
H 11.667 2.159 5.565
H 11.928 -0.171 4.879
H 10.142 -1.346 3.627
H 5.011 3.009 3.001
H 2.796 2.841 1.984
H 3.509 -0.955 0.596
H 5.775 -0.989 1.631
C -2.538 -3.153 -2.890
Si -2.881 -1.328 -3.354
C -4.401 -1.352 -4.532
C -1.392 -0.758 -4.423
As -2.850 0.018 -1.412
Si -3.819 2.002 -2.245
C -2.583 2.862 -3.427
C -4.117 3.159 -0.749
C -5.495 1.962 -3.201
Si -4.735 -0.862 -0.287
C -6.230 -1.520 -1.312
C -4.048 -2.356 0.685
C -5.413 0.388 0.994
H -2.273 -3.745 -3.761
H -3.398 -3.618 -2.417
H -1.705 -3.204 -2.194
H -4.176 -1.881 -5.452
H -4.702 -0.344 -4.793
H -5.252 -1.840 -4.070
H -0.956 -1.572 -4.995
H -0.621 -0.355 -3.769
H -1.679 0.021 -5.123
H -1.645 3.005 -2.903
H -2.927 3.832 -3.776
H -2.389 2.240 -4.296
H -3.552 2.786 0.100
H -5.164 3.198 -0.465
H -3.792 4.175 -0.946
H -5.347 1.734 -4.251
H -5.999 2.922 -3.145
H -6.164 1.215 -2.787
H -5.932 -2.425 -1.830
H -6.562 -0.804 -2.057
H -7.085 -1.760 -0.685
H -3.466 -2.999 0.029
H -4.821 -2.966 1.142
H -3.389 -1.994 1.471
H -5.960 1.201 0.524
H -4.586 0.813 1.556
H -6.077 -0.092 1.706
N 1.547 2.640 -2.285
C 0.756 2.764 -1.174
N 1.225 3.602 -0.220
O -0.346 2.238 -1.127
H 2.524 2.870 -2.265
H 1.219 2.024 -3.010
H 2.217 3.761 -0.154
H 0.736 3.594 0.673
*
```

Properties
HOMO-LUMO gap (spin up / spin down): 0.1006 / 0.2211 Eh
relative energy (zero: lowest compared OMol25 entry of this formula, charge and spin): 126.1 kJ/mol
E: -181777.8083 eV

Here are the Löwdin charges for atoms 1 to 4, given in e:
1. Rb 0.545
2. C -0.091
3. C -0.349
4. O -0.353